Record 1
# C3H3NO2

An isolated molecule of C3H3NO2 in a non-equilibrium geometry (the ωB97M-V functional and the def2-TZVPD basis, OMol25).

As for the molar mass: 85.06 g/mol. As for the structure (SMILES): C#COC(N)=O. For the energy, the calculation gives -8740.788 eV. The value obtained for the energy above the lowest of the compared OMol25 structures with the same formula, charge and spin is 419.0 kJ/mol. The value obtained for the highest occupied orbital energy is -10.31 eV.

```
9
Properties=species:S:1:pos:R:3:forces:R:3
C 0.636818 -0.648514 -0.031821 6.376 -0.298 1.585
N 2.110465 -0.131340 -0.091616 -1.277 -1.754 -0.186
O 0.038068 0.501575 -0.178276 -7.473 -0.467 -0.959
C -1.452676 0.271743 -0.214493 2.265 1.652 0.825
C -2.628202 0.436560 0.010490 1.351 -0.350 -0.414
O 0.358435 -1.766660 0.281041 -0.805 1.604 -0.860
H 2.398307 0.208271 0.822232 -0.160 -0.283 -0.072
H 2.219216 0.625524 -0.758405 -0.319 -0.032 0.166
H -3.680430 0.502839 0.160848 0.041 -0.072 -0.084
```
Positions in Å, forces in eV/Å.



Record 2
# C3H3NO2

A structure of composition C3H3NO2 (the ωB97M-V functional and the def2-TZVPD basis, OMol25).

As for the molar mass: 85.06 g/mol. For the energy, the calculation gives -8739.298 eV. The value obtained for the energy above the lowest of the compared OMol25 structures with the same formula, charge and spin is 562.8 kJ/mol. The value obtained for the highest occupied orbital energy (spin up / spin down) is -9.48 / -9.48 eV.

```
9
Properties=species:S:1:pos:R:3:forces:R:3
O 2.184551 0.000391 -0.390385 0.038 -0.262 -0.169
C 0.840536 -0.053802 -0.246890 -0.174 0.114 0.013
N 0.289189 -1.189237 0.302190 -0.154 0.289 0.029
O -0.935885 -1.124654 0.514224 0.186 0.281 0.008
C -1.279835 0.653860 0.007066 0.097 -0.102 -0.025
C -0.049432 0.942982 -0.522739 -0.066 -0.124 0.303
H 2.560697 -0.857147 -0.148143 -0.064 0.061 -0.035
H -2.224223 0.543604 -0.525619 0.290 -0.045 -0.087
H -1.385597 1.084005 1.010294 -0.154 -0.213 -0.037
```
Positions in Å, forces in eV/Å.



Record 3
# C3H3NO2

A cluster of 3 separate species, C3H3NO2 in total in a non-equilibrium geometry (the ωB97M-V functional and the def2-TZVPD basis, OMol25).

As for the molar mass: 85.06 g/mol. For the energy, the calculation gives -8742.707 eV. The value obtained for the energy above the lowest of the compared OMol25 structures with the same formula, charge and spin is 233.9 kJ/mol. The value obtained for the highest occupied orbital energy is -10.86 eV.

```
9
Properties=species:S:1:pos:R:3:forces:R:3
C -0.263615 -0.460168 1.633603 0.232 0.035 -0.205
O 0.557565 -0.320422 0.759636 -0.341 -0.079 0.449
C 1.779554 0.129615 -1.773362 1.389 -0.507 0.123
O 2.822694 -0.284639 -1.616382 -1.187 0.477 -0.202
C -1.401720 0.835968 -1.201733 -1.033 0.206 -0.033
N -2.534650 1.054619 -1.177362 1.054 -0.210 0.028
H -0.348028 0.616538 -1.214319 -0.218 0.054 -0.013
H -1.345901 -0.327515 1.447178 0.116 0.010 -0.039
H 0.034001 -0.725480 2.664779 -0.010 0.014 -0.109
```
Positions in Å, forces in eV/Å.



Record 4
# C3H3NO2

An isolated molecule of C3H3NO2 in a non-equilibrium geometry (the ωB97M-V functional and the def2-TZVPD basis, OMol25).

As for the molar mass: 85.06 g/mol. As for the structure (SMILES): N#C[C@H]1COO1. For the energy, the calculation gives -8738.811 eV. The value obtained for the energy above the lowest of the compared OMol25 structures with the same formula, charge and spin is 609.8 kJ/mol. The value obtained for the highest occupied orbital energy is -9.85 eV.

```
9
Properties=species:S:1:pos:R:3:forces:R:3
C 0.661450 -0.597705 1.212998 -0.025 2.745 -1.728
C -0.127351 -0.106636 -1.032232 -1.988 -1.544 2.931
C 0.399812 0.491324 0.255522 -4.653 -1.598 2.834
N 0.894079 -1.406953 1.963306 0.496 -2.013 1.675
O -1.506838 0.186422 -0.699084 -0.135 -0.395 -0.521
O -1.245490 0.834380 0.573169 3.647 -0.482 -0.531
H 0.051919 0.452048 -1.857886 1.257 0.862 -2.947
H -0.016395 -1.227730 -0.955922 0.367 1.292 -1.079
H 0.888813 1.374851 0.540128 1.034 1.133 -0.633
```
Positions in Å, forces in eV/Å.